DFT (the ωB97M-V functional and the def2-TZVPD basis) results for 21 unconnected molecules or ions with the total composition C60H169N7O37 in a non-equilibrium geometry.

XYZ file:
```
273
Properties=species:S:1:pos:R:3:forces:R:3
C 11.565688 -7.446733 -1.719966 0.800 -0.407 0.542
O 10.465978 -6.673523 -1.302376 0.809 1.073 -0.171
C 10.700308 -5.278583 -1.633356 -1.263 -0.105 1.020
C 9.632108 -4.371753 -0.926716 0.684 -0.514 -1.041
N 9.732038 -4.128573 0.517634 0.549 0.190 1.073
C 11.126988 -3.909133 0.969724 -0.179 -0.180 -0.825
C 11.307348 -3.467513 2.424924 -0.811 -0.688 -0.286
O 10.943578 -2.114673 2.529544 -0.217 1.074 -0.603
C 10.650488 -1.581313 3.813434 0.288 -1.464 0.128
H 11.524588 -8.464323 -1.331476 -0.718 -0.050 -0.176
H 12.500408 -7.101853 -1.277876 0.182 0.530 0.098
H 11.743808 -7.473513 -2.794986 -0.400 0.072 -0.261
H 10.667868 -5.181153 -2.718506 -0.453 0.192 -0.151
H 11.681938 -4.887073 -1.366476 0.349 -0.579 0.291
H 8.650468 -4.789483 -1.150276 -0.044 0.063 0.039
H 9.723778 -3.415103 -1.441036 -0.083 0.191 -0.350
H 9.474108 -3.159193 0.635464 -1.381 0.000 0.004
H 11.438798 -3.067473 0.351254 1.087 0.073 -0.075
H 11.661368 -4.816753 0.689064 0.479 0.180 0.569
H 12.340308 -3.655993 2.717424 0.195 0.173 0.163
H 10.643248 -4.065333 3.049174 -0.026 -0.252 0.242
H 9.829758 -2.132353 4.272624 -0.503 0.074 -0.112
H 10.407438 -0.520353 3.755304 0.234 -0.201 -0.217
H 11.477898 -1.801363 4.488034 0.373 0.540 0.105
C -5.851622 -7.808633 -4.915766 -0.812 1.233 0.523
O -5.741022 -9.179203 -4.726696 -0.164 -0.875 -0.273
C -6.878212 -9.804303 -4.146776 0.138 -1.583 0.385
C -6.571942 -11.322043 -3.922766 0.343 0.146 -0.308
N -6.335652 -12.178683 -5.124696 -1.386 0.920 1.558
C -5.868852 -13.550653 -4.767296 -0.952 0.632 -0.190
C -6.997892 -14.412833 -3.971736 2.075 0.439 -0.953
O -6.333752 -15.601003 -3.443146 0.476 2.914 -1.811
C -7.044192 -16.435533 -2.625516 -0.080 -0.626 0.253
H -6.815572 -7.501853 -5.321696 -0.173 -0.291 -0.669
H -5.052812 -7.371023 -5.514516 0.065 -0.584 -0.122
H -5.867342 -7.253493 -3.977856 0.386 -0.097 0.570
H -7.820492 -9.669663 -4.677896 0.154 0.234 -0.642
H -7.066312 -9.448323 -3.133866 0.144 0.436 0.208
H -7.332352 -11.786173 -3.294716 -0.315 0.347 -0.158
H -5.687342 -11.288293 -3.286816 0.460 -0.208 0.170
H -5.703972 -11.590573 -5.649306 0.527 -0.837 -0.545
H -4.893002 -13.458483 -4.290516 -0.084 -0.566 0.639
H -5.723752 -14.034783 -5.733036 0.125 -0.288 0.165
H -7.736202 -14.605113 -4.750216 -0.138 -0.668 0.023
H -7.530522 -13.813023 -3.233746 0.373 -0.192 0.527
H -6.314132 -17.200023 -2.359666 -0.306 -0.283 0.159
H -7.861702 -16.878493 -3.194356 -0.426 -0.210 0.392
H -7.354602 -15.937843 -1.706796 -0.431 0.010 0.102
C 1.227528 -0.529663 -13.144956 0.447 -0.499 -0.446
O 2.465508 0.062067 -13.563556 -0.415 -0.046 0.299
C 2.853318 1.241257 -12.843806 1.406 -0.327 -0.697
C 4.273288 1.704817 -13.310766 -1.708 -0.443 -0.586
N 4.132418 2.288967 -14.682166 1.811 0.185 1.823
C 5.410088 2.345867 -15.439656 -1.383 -1.798 -1.018
C 5.860818 0.855757 -15.811716 1.033 1.394 1.210
O 6.778048 0.862737 -16.874056 -0.407 -0.685 -1.595
C 7.106028 -0.460183 -17.366646 0.347 1.014 0.869
H 1.304148 -1.088333 -12.212156 0.241 0.439 0.479
H 0.974598 -1.320163 -13.851526 0.205 0.197 -0.390
H 0.365018 0.136347 -13.120516 0.207 0.437 0.111
H 2.984488 1.021157 -11.784346 -0.674 0.094 0.247
H 2.147078 2.028447 -13.107756 -0.144 0.205 0.595
H 4.965118 0.871687 -13.186816 -0.031 -0.533 -0.622
H 4.675028 2.378837 -12.554196 -0.318 0.812 -0.336
H 3.476128 1.739977 -15.218816 -0.017 -0.203 0.098
H 6.216268 2.929457 -14.995126 -0.260 -0.168 0.395
H 5.082748 2.872577 -16.336046 0.604 -0.125 -0.402
H 4.991538 0.203237 -15.893346 -0.278 0.063 -0.734
H 6.432098 0.429677 -14.986986 -0.162 -0.018 0.680
H 7.735868 -0.942123 -16.618886 -0.057 -0.326 0.194
H 7.730498 -0.362733 -18.254696 -0.331 0.216 -0.076
H 6.225688 -1.074883 -17.554426 -0.115 0.116 -0.095
C -1.108762 0.642517 -3.151396 0.730 0.879 -0.058
O -0.148942 0.159487 -2.245736 0.374 -0.962 0.448
C -0.420692 0.415387 -0.861366 0.067 0.672 -0.297
C 0.587088 -0.289503 0.040774 0.854 0.126 -0.100
N 1.882248 0.419777 0.281684 -0.050 -0.376 -0.615
C 2.939508 -0.478943 0.815964 -1.887 0.671 1.569
C 2.514708 -1.035053 2.223864 1.786 -1.046 -0.005
O 2.409928 -0.113103 3.285094 -1.342 0.444 0.297
C 2.219718 -0.715743 4.605704 0.949 1.372 -0.990
H -1.019332 1.728027 -3.193376 -0.524 0.412 0.308
H -2.129832 0.335427 -2.925096 -0.042 -0.101 0.008
H -0.808782 0.378347 -4.165466 -0.113 -0.658 0.135
H -1.427072 0.079847 -0.610926 -0.165 -0.242 -0.004
H -0.417222 1.498517 -0.739196 0.103 0.237 0.347
H 0.733608 -1.246443 -0.460136 0.239 -0.447 0.015
H 0.190838 -0.508463 1.032304 -0.404 0.184 -0.161
H 2.263378 0.660097 -0.622246 -0.278 0.491 -0.364
H 3.868668 0.079337 0.930354 -0.114 0.174 0.048
H 3.128868 -1.276493 0.097534 0.001 -0.589 0.332
H 3.358598 -1.656803 2.522824 0.299 -0.623 -0.233
H 1.672098 -1.726463 2.216414 -0.403 0.201 -0.365
H 1.846068 0.089167 5.238634 -0.057 -0.003 -0.091
H 3.233748 -0.932603 4.941604 -0.130 -0.607 0.327
H 1.530648 -1.555143 4.698844 0.104 -0.150 -0.553
C -3.812632 3.711927 10.888834 0.641 -0.001 -0.315
O -3.873042 4.176247 12.240924 0.782 -0.076 -1.885
C -4.853902 3.600577 13.001154 -2.734 -0.397 1.374
C -6.301762 3.675137 12.408734 0.124 0.568 -0.008
N -6.743752 5.062937 12.275294 -1.786 0.483 -0.934
C -8.134172 5.186717 11.667464 1.009 -0.833 -0.372
C -8.187552 4.707867 10.209624 0.786 -0.239 -0.734
O -7.114752 5.293507 9.426044 0.480 -0.405 -0.313
C -6.701782 4.614617 8.188454 -1.359 0.460 0.848
H -3.664242 2.637577 10.779954 -0.238 -0.337 0.506
H -2.936682 4.123317 10.387264 0.097 0.398 0.452
H -4.651002 3.984567 10.247814 -0.386 0.204 0.369
H -4.824582 4.106577 13.966144 -0.189 0.386 -0.088
H -4.739952 2.559997 13.304974 0.732 -0.568 -0.583
H -7.085562 3.175927 12.978434 0.479 -0.224 0.720
H -6.336192 3.130997 11.464894 0.262 -0.094 -0.400
H -6.223512 5.462297 11.507204 0.731 0.362 0.143
H -8.546112 6.195607 11.690614 0.629 0.249 0.265
H -8.884822 4.576497 12.169724 0.198 -0.171 0.437
H -9.183232 4.956617 9.842424 -0.039 0.238 -0.484
H -8.090562 3.626887 10.108694 -0.001 -0.236 0.288
H -6.398952 3.572197 8.287174 -0.124 -0.176 0.635
H -5.858442 5.117217 7.714884 -0.201 0.452 0.415
H -7.568772 4.641057 7.528344 0.113 -0.042 -0.336
C -8.743652 3.557047 -1.583316 -0.641 0.081 -0.506
O -9.261482 2.391737 -2.215176 0.440 -0.563 -0.479
C -9.372082 1.274007 -1.302656 0.472 0.569 -0.058
C -9.915112 -0.010163 -1.912026 -1.718 1.083 -0.652
N -11.389512 0.165217 -2.115636 0.797 -0.510 -0.234
C -12.034262 -0.856473 -2.946116 0.232 0.745 -0.332
C -11.761862 -0.887653 -4.472826 -0.117 0.028 -0.462
O -12.222542 0.287527 -5.145726 -0.232 0.165 0.988
C -12.329642 0.188017 -6.538526 -0.229 0.440 -0.316
H -7.673252 3.549317 -1.377656 0.043 -0.676 0.607
H -9.393152 3.781047 -0.737116 0.453 0.133 0.479
H -8.810292 4.417367 -2.249276 -0.490 -0.207 -0.409
H -10.023752 1.663907 -0.520726 -0.074 -0.560 0.458
H -8.386212 1.033487 -0.904766 0.203 0.219 0.239
H -9.761252 -0.860033 -1.247076 0.063 0.143 0.218
H -9.406402 -0.235223 -2.849386 0.268 0.074 -0.165
H -11.562412 1.077497 -2.513086 0.069 0.150 -0.119
H -13.108642 -0.714353 -2.829536 -0.100 -0.087 -0.030
H -11.785132 -1.820023 -2.501596 0.010 -0.199 -0.235
H -12.284902 -1.753373 -4.879106 -0.316 -0.241 0.027
H -10.728682 -1.034053 -4.787816 0.447 -0.017 0.465
H -11.421582 -0.193013 -7.005816 0.060 -0.243 -0.025
H -12.520912 1.177697 -6.953306 0.343 0.284 0.299
H -13.218362 -0.346603 -6.873876 0.043 -0.737 0.201
C -0.311212 16.894897 -0.961486 0.062 1.895 -0.773
O 0.082318 15.597787 -1.184066 -0.387 -1.748 -0.371
C -0.686282 14.875107 -2.170396 -0.522 0.497 0.681
C -0.593852 13.372197 -1.942456 0.076 0.099 -1.589
N -1.580532 12.732077 -2.851266 -0.856 0.821 0.937
C -1.760292 11.335077 -2.625596 1.171 -2.453 -1.583
C -2.439422 10.487807 -3.748246 -2.263 1.778 1.156
O -3.773342 11.006077 -3.926286 0.099 0.539 -0.723
C -4.472372 10.444917 -5.026376 0.289 0.635 0.422
H -1.376022 17.069637 -0.807346 -0.239 -0.467 0.337
H -0.063182 17.531427 -1.810846 -0.026 0.084 -0.618
H 0.263468 17.394867 -0.181816 -0.032 -0.690 0.485
H -0.433512 15.153007 -3.193616 0.888 -0.083 -0.173
H -1.744722 15.133757 -2.200766 -0.292 0.254 0.890
H -0.754042 13.068167 -0.908046 -0.311 0.215 -0.088
H 0.424018 13.093247 -2.214896 0.315 -0.406 0.174
H -1.395542 12.881297 -3.832906 0.236 0.254 0.055
H -2.120192 10.995067 -1.654526 -0.241 0.701 0.068
H -0.779842 10.884387 -2.779536 0.776 -0.527 0.896
H -2.685682 9.487267 -3.392746 1.191 -0.449 -0.015
H -1.865952 10.529047 -4.674276 0.040 -0.154 -0.136
H -4.122402 10.818647 -5.988636 0.571 -0.126 -0.167
H -5.492342 10.827467 -4.988836 -0.133 -0.482 0.366
H -4.382482 9.359627 -4.979956 -0.408 -0.191 -0.227
C 0.367558 -3.770463 13.095524 -1.553 -0.219 1.096
C 0.190168 -4.289833 14.508494 1.677 -0.847 0.454
O 0.493288 -5.681463 14.661484 -0.577 -0.146 -0.389
O -0.633672 -4.286213 12.237324 0.228 -0.361 -0.642
H 1.349718 -3.996433 12.680304 -0.173 0.173 0.038
H 0.143738 -2.714853 13.249424 0.779 0.511 -0.440
H -0.795022 -4.091233 14.930454 -0.211 0.320 -0.242
H 0.971178 -3.857883 15.134224 -0.250 1.082 0.052
H 0.390818 -5.805933 15.607844 0.128 -0.526 0.027
H -1.492312 -4.069863 12.608174 -0.044 0.001 0.031
C 3.270848 5.797807 -5.643696 1.116 0.659 -0.245
C 3.719138 7.324517 -5.753306 -1.031 -1.023 0.752
O 3.825968 7.865587 -4.445736 0.032 -0.001 0.013
O 4.481378 5.124097 -5.224906 -0.290 0.260 -0.300
H 2.830648 5.398957 -6.557616 0.586 0.077 -0.561
H 2.490978 5.565407 -4.918516 -0.012 0.842 0.447
H 3.007468 7.952487 -6.289306 -0.160 -0.253 -0.031
H 4.701158 7.451057 -6.209056 -0.106 -0.613 -0.514
H 4.588618 7.408987 -4.083106 0.077 0.054 0.459
H 4.462938 4.186577 -5.430606 -0.213 -0.016 -0.015
C 5.223638 4.368217 9.847064 0.114 -0.773 0.514
C 5.106908 5.785637 10.242434 0.073 1.679 0.633
O 4.044368 5.956167 11.145294 -0.702 -0.049 0.360
O 5.090678 3.441567 10.956024 0.617 0.515 -1.122
H 6.248908 4.335097 9.478514 -0.062 -0.827 -0.188
H 4.522358 4.166117 9.037464 -0.079 -0.405 0.049
H 4.950538 6.439417 9.384404 -0.017 -0.216 -0.517
H 6.025448 6.161977 10.692724 0.286 -0.246 0.281
H 4.004628 6.882077 11.395724 -0.092 -0.023 0.074
H 4.249448 3.583737 11.396154 -0.137 0.335 -0.085
C 9.208718 5.124317 -0.003636 1.715 -1.464 -0.004
C 9.397758 3.793677 -0.724706 2.079 -0.523 0.957
O 10.302628 3.802247 -1.835206 -0.802 0.401 0.111
O 8.339728 5.877837 -0.729116 -2.336 1.427 -0.264
H 10.104718 5.731387 0.125804 0.529 -0.588 0.008
H 8.806688 4.899887 0.984344 0.080 -0.053 0.298
H 8.446688 3.318617 -0.965296 -0.184 0.210 -0.089
H 9.933238 3.151787 -0.025176 -0.219 -0.338 0.180
H 9.863448 4.291797 -2.534526 0.074 0.134 -0.264
H 7.564938 5.708247 -0.188246 -0.949 0.794 -0.933
C 0.927098 -9.294883 8.072044 0.070 -0.026 -0.266
C 0.518298 -10.004023 9.379284 0.647 0.517 0.526
O 1.089668 -11.323393 9.421334 -0.207 0.496 -0.789
O 0.128178 -8.146263 7.669244 0.077 -1.405 0.092
H 0.910658 -10.084853 7.321194 -0.694 0.290 -0.454
H 1.968988 -8.979083 8.018824 0.173 -0.009 0.743
H -0.565262 -10.005793 9.497604 -0.174 -0.214 -0.336
H 0.908008 -9.436923 10.224644 0.039 0.173 0.177
H 1.042098 -11.700743 10.302784 -0.129 0.277 0.079
H -0.039062 -7.567983 8.417064 0.192 -0.082 0.226
C 8.420128 -4.054313 11.662594 -1.692 -0.654 0.162
C 8.519248 -2.706703 12.304264 0.719 0.836 0.321
O 7.312638 -2.351803 13.046494 1.283 -0.433 -0.825
O 9.490158 -4.418003 10.832744 0.451 0.378 -0.254
H 7.485378 -4.059693 11.101934 -0.183 -0.055 -0.152
H 8.298988 -4.806293 12.442314 -0.034 -0.062 0.264
H 8.752168 -1.925513 11.580674 -0.282 -0.066 -0.394
H 9.419888 -2.709953 12.918214 -0.195 0.063 0.686
H 7.064688 -1.517953 12.640514 -0.360 0.027 0.267
H 9.094058 -4.878153 10.089134 0.282 -0.038 -0.088
C -1.977702 -6.855803 0.446064 0.053 -0.329 0.907
C -2.944572 -6.391233 1.509234 0.039 -0.174 0.232
O -3.202092 -7.397273 2.481834 -0.144 -0.031 0.007
O -0.617072 -6.803813 0.926294 -0.329 0.669 -0.909
H -2.175502 -6.200733 -0.402376 0.960 0.089 -0.176
H -2.206402 -7.878983 0.147904 -0.188 -0.048 -0.075
H -3.897382 -6.107953 1.062024 -0.123 -0.220 -0.024
H -2.536432 -5.489803 1.966344 0.063 0.115 0.105
H -2.562402 -7.356563 3.196494 0.036 0.141 -0.007
H -0.485242 -7.384813 1.679064 -0.356 -0.211 -0.057
C 0.785348 5.471987 4.190934 -0.711 0.242 -0.952
C 1.447398 6.031527 2.893384 0.553 -1.828 1.622
O 2.572168 5.150167 2.648394 0.020 0.985 -0.391
O 0.131958 4.192747 3.975384 0.154 1.134 0.026
H 0.047458 6.213317 4.497614 -0.521 -0.340 0.049
H 1.467278 5.388727 5.037184 0.456 0.054 -0.326
H 1.815378 7.038187 3.091674 0.300 -0.127 -0.048
H 0.762218 6.082797 2.047214 -0.131 -0.219 0.068
H 2.265478 4.297887 2.330364 -0.265 0.034 -0.141
H 0.801028 3.504907 3.946814 0.162 -0.004 0.062
C -8.282042 3.880867 -11.713796 0.550 0.309 2.416
C -7.033902 3.153097 -11.118566 -0.296 -0.346 -3.522
O -7.286532 2.069997 -10.246356 -0.311 1.004 0.019
O -8.648222 4.817127 -10.697256 -0.986 0.657 -0.008
H -9.086462 3.182757 -11.945436 -0.044 -0.223 0.084
H -8.144872 4.534257 -12.575406 0.677 -0.437 -0.136
H -6.302912 3.893577 -10.793816 -0.139 -0.043 0.495
H -6.648222 2.713247 -12.038286 0.729 -0.436 0.174
H -7.807852 2.456297 -9.538826 -0.063 -0.399 0.546
H -8.704512 4.392437 -9.838156 -0.125 -0.089 0.001
O 3.177028 -5.506673 -3.979416 0.014 0.173 -0.190
H 3.872618 -6.073633 -3.646326 0.207 -0.127 0.051
H 2.417798 -5.712583 -3.434066 -0.227 -0.026 0.134
O 6.018608 -7.085463 2.230144 -0.063 -0.044 0.262
H 5.593558 -7.586473 1.534034 -0.116 -0.154 -0.135
H 6.571028 -6.454483 1.768714 0.240 0.209 -0.093
O -9.157632 3.385147 -6.095726 0.135 0.003 -0.351
H -10.067632 3.639517 -5.942706 -0.258 0.006 0.055
H -8.736532 3.474257 -5.240756 0.109 -0.079 0.269
O 3.256638 -0.768113 -5.227036 0.156 0.231 -0.016
H 2.314268 -0.722033 -5.065626 -0.241 0.029 0.110
H 3.404108 -1.662733 -5.533856 0.084 -0.265 -0.051
O 7.767158 -7.810373 6.610394 0.025 0.143 0.233
H 8.177698 -8.670203 6.518824 0.108 -0.209 0.009
H 7.374728 -7.639393 5.754244 -0.147 0.088 -0.264
```
Positions in Å, forces in eV/Å.

## Properties
- HOMO-LUMO gap: 0.317 hartree
- Net charge: 0
- Energy: -5553.76917 Ha
- E_HOMO: -8.596 eV

Atom charges from the Mulliken analysis, given in e for atoms 1 to 8:
1 C -0.791
2 O -0.305
3 C -0.612
4 C -0.688
5 N -0.350
6 C -0.635
7 C -0.734
8 O -0.274